(1)
C3H3Cl3O2 in the gas phase, computed with ωB97M-V/def2-TZVPD.

Structure (XYZ):
```
11
Properties=species:S:1:pos:R:3
C 0.194 -0.990 0.784
C -0.855 0.055 0.608
Cl -2.170 -0.153 -0.449
Cl -1.063 0.809 2.091
O 0.078 1.247 -0.193
C 0.549 0.913 -1.386
O 0.495 -0.047 -2.074
Cl 1.482 2.255 -1.872
H 0.555 -1.505 -0.173
H 1.077 -0.716 1.300
H -0.342 -1.868 1.365
```

Computed properties:
relative energy (zero: lowest compared OMol25 entry of this formula, charge and spin)	68.9	kJ/mol
HOMO level	-10.7957	eV
structure (SMILES)	CC(Cl)(Cl)OC(=O)Cl
lowest unoccupied orbital energy	0.5324	eV

=====

(2)
CH2N2O3S in the gas phase, computed with ωB97M-V/def2-TZVPD.

Structure (XYZ):
```
9
Properties=species:S:1:pos:R:3
C -0.721 -0.184 -1.169
N -0.445 1.027 -1.297
N -0.685 -0.952 -0.045
O 0.695 1.941 1.870
O 2.134 0.431 0.632
O -0.167 -0.388 1.147
S 0.844 0.964 0.813
H -1.101 -0.750 -1.911
H -0.554 -2.088 -0.040
```

Computed properties:
relative energy (zero: lowest compared OMol25 entry of this formula, charge and spin)	461.8	kJ/mol
HOMO level	-10.3603	eV
lowest unoccupied orbital energy	-2.2243	eV

=====

(3)
C3H6N2O in the gas phase, computed with ωB97M-V/def2-TZVPD.

Structure (XYZ):
```
12
Properties=species:S:1:pos:R:3
N 1.711 0.061 0.284
C 0.897 -0.773 -0.441
O 1.233 -1.891 -0.760
N -0.402 -0.289 -0.758
C -1.394 -0.389 0.304
C -0.952 0.932 -0.203
H 1.563 1.055 0.299
H 2.661 -0.261 0.383
H -2.357 -0.810 0.033
H -1.029 -0.671 1.292
H -1.573 1.487 -0.901
H -0.358 1.550 0.468
```

Computed properties:
relative energy (zero: lowest compared OMol25 entry of this formula, charge and spin)	140.8	kJ/mol
HOMO level	-9.9873	eV
structure (SMILES)	NC(=O)N1CC1
lowest unoccupied orbital energy	0.8791	eV

=====

(4)
5 unconnected molecules or ions with the total composition C14H37N7O6, computed with ωB97M-V/def2-TZVPD.

Structure (XYZ):
```
64
Properties=species:S:1:pos:R:3
C -3.558 3.676 -0.043
C -3.170 2.459 -0.984
C -4.112 2.546 -2.224
C -3.597 3.583 -3.187
C -2.250 3.112 -3.639
C -1.137 2.966 -2.616
N -1.703 2.456 -1.345
O -0.796 2.344 -0.273
C -0.136 1.929 -3.171
C -0.495 4.377 -2.375
C -3.614 1.137 -0.292
H -4.636 3.713 0.110
H -3.209 4.652 -0.380
H -2.928 3.465 0.822
H -4.208 1.580 -2.720
H -5.115 2.765 -1.857
H -3.581 4.592 -2.774
H -4.380 3.664 -3.940
H -2.015 3.828 -4.427
H -2.493 2.297 -4.322
H 0.741 1.822 -2.533
H -0.665 0.978 -3.239
H 0.156 2.116 -4.205
H 0.249 4.621 -3.133
H -1.155 5.232 -2.525
H -0.022 4.436 -1.395
H -4.629 1.307 0.067
H -3.019 1.197 0.620
H -3.494 0.341 -1.026
H -0.814 3.242 0.066
C 2.947 -3.316 4.251
C 2.561 -1.820 4.269
O 3.403 -1.143 3.271
O 2.060 -4.154 3.495
H 2.891 -3.689 5.274
H 3.929 -3.678 3.946
H 2.898 -1.472 5.245
H 1.561 -1.663 3.864
H 4.301 -1.057 3.597
H 2.318 -5.075 3.577
C -0.951 -5.182 0.917
O -1.588 -5.951 0.274
N -1.261 -4.785 2.133
N 0.111 -4.524 0.561
H -2.151 -5.033 2.542
H -0.801 -4.009 2.587
H 0.634 -5.147 -0.036
H 0.594 -3.746 0.987
C 0.980 -1.062 0.117
O 1.583 -1.969 0.533
N 0.751 -0.759 -1.149
N 0.500 -0.111 0.769
H 0.854 -1.369 -1.948
H 0.785 0.235 -1.323
H 0.065 0.637 0.249
H 0.625 0.004 1.765
C 5.592 -2.031 1.095
O 6.762 -2.129 1.084
N 4.864 -1.132 0.550
N 4.776 -2.993 1.394
H 5.286 -0.349 0.070
H 3.868 -1.296 0.572
H 3.773 -2.873 1.395
H 5.265 -3.791 1.014
```

Computed properties:
HOMO level (alpha / beta)	0.4067 / -5.6550	eV
<S²>	0.750
net charge	-1
multiplicity	2
lowest unoccupied orbital energy (alpha / beta)	2.4030 / 2.3602	eV

=====

(5)
8 unconnected molecules or ions with the total composition C33H87N7O13, computed with ωB97M-V/def2-TZVPD.

Structure (XYZ):
```
140
Properties=species:S:1:pos:R:3
C 9.580 1.573 -1.401
O 8.583 0.674 -1.829
C 8.853 -0.634 -1.419
C 7.777 -1.652 -1.810
N 6.435 -1.432 -1.258
C 6.313 -0.847 0.087
C 4.839 -0.556 0.356
O 4.457 0.524 -0.445
C 3.153 0.920 -0.131
H 10.572 1.329 -1.796
H 9.687 1.714 -0.293
H 9.289 2.565 -1.768
H 8.954 -0.703 -0.317
H 9.831 -0.959 -1.744
H 8.173 -2.583 -1.400
H 7.748 -1.698 -2.903
H 5.910 -0.829 -1.890
H 6.886 0.053 0.216
H 6.773 -1.525 0.805
H 4.672 -0.253 1.414
H 4.213 -1.459 0.134
H 3.110 1.360 0.887
H 2.418 0.065 -0.123
H 2.802 1.579 -0.919
C 2.859 1.333 -3.491
O 1.897 0.448 -2.978
C 2.217 -0.974 -2.819
C 0.985 -1.730 -2.486
N -0.021 -1.696 -3.611
C -1.356 -2.130 -3.191
C -2.383 -1.990 -4.333
O -2.842 -0.626 -4.290
C -3.747 -0.275 -5.378
H 3.768 1.323 -2.886
H 2.332 2.297 -3.414
H 3.239 1.116 -4.502
H 2.916 -1.071 -1.985
H 2.764 -1.278 -3.749
H 0.587 -1.399 -1.506
H 1.269 -2.785 -2.335
H -0.098 -0.672 -3.788
H -1.679 -1.428 -2.413
H -1.280 -3.180 -2.855
H -3.222 -2.691 -4.139
H -2.037 -2.206 -5.363
H -4.676 -0.809 -5.436
H -3.194 -0.347 -6.298
H -3.997 0.752 -5.085
C -3.147 8.479 1.762
O -2.509 7.325 2.289
C -3.344 6.228 2.503
C -2.526 5.049 3.062
N -1.398 4.783 2.169
C -0.369 3.986 2.881
C 0.797 3.604 1.949
O 1.411 4.820 1.541
C 2.543 4.571 0.693
H -3.550 8.188 0.790
H -2.344 9.241 1.633
H -3.842 8.981 2.401
H -3.824 5.795 1.610
H -4.154 6.488 3.194
H -3.171 4.144 3.160
H -2.159 5.285 4.084
H -0.962 5.676 1.912
H -0.899 3.043 3.128
H -0.015 4.554 3.750
H 0.420 2.954 1.169
H 1.521 3.069 2.545
H 2.788 5.481 0.163
H 2.363 3.775 -0.013
H 3.347 4.207 1.331
C -5.148 -3.820 -1.920
O -4.667 -3.650 -0.538
C -3.480 -2.834 -0.466
C -3.827 -1.382 -0.826
N -4.984 -0.999 -0.052
C -5.773 0.114 -0.577
C -5.188 1.524 -0.212
O -3.973 1.831 -0.746
C -4.033 2.359 -2.101
H -5.916 -4.554 -1.840
H -4.341 -4.190 -2.483
H -5.565 -2.917 -2.405
H -2.666 -3.199 -1.121
H -3.087 -2.830 0.555
H -4.081 -1.403 -1.900
H -2.993 -0.676 -0.657
H -5.563 -1.815 0.095
H -6.788 0.008 -0.204
H -5.814 0.037 -1.702
H -4.957 1.533 0.834
H -5.865 2.340 -0.445
H -4.625 3.279 -2.100
H -4.497 1.568 -2.752
H -2.970 2.512 -2.352
C 0.502 -7.151 5.672
O 0.579 -6.214 4.627
C 0.492 -4.896 5.076
C 0.179 -4.080 3.879
N 1.210 -4.004 2.878
C 1.050 -3.098 1.774
C 0.039 -3.627 0.729
O 0.591 -4.856 0.201
C -0.388 -5.597 -0.531
H 0.888 -8.109 5.298
H -0.496 -7.414 6.047
H 1.198 -6.901 6.466
H 1.444 -4.569 5.586
H -0.378 -4.809 5.794
H -0.011 -3.040 4.263
H -0.803 -4.314 3.502
H 1.381 -4.947 2.534
H 2.015 -3.084 1.244
H 0.817 -2.072 2.106
H -0.135 -2.937 -0.082
H -0.945 -3.883 1.163
H -1.239 -5.777 0.169
H 0.019 -6.573 -0.671
H -0.810 -5.065 -1.397
N -1.869 1.297 1.195
C -0.857 0.548 0.492
N -0.391 1.130 -0.598
O -0.530 -0.585 0.857
H -2.458 0.664 1.728
H -2.439 1.734 0.484
H -0.708 2.077 -0.851
H 0.328 0.770 -1.159
C -2.186 -1.431 3.406
O -3.282 -0.754 2.806
H -2.281 -1.254 4.484
H -2.208 -2.526 3.213
H -1.212 -1.034 3.104
H -3.487 -1.181 1.966
C -0.713 4.854 -1.156
O -1.329 3.714 -0.567
H -1.485 5.596 -1.445
H 0.112 5.226 -0.509
H -0.289 4.505 -2.088
H -1.422 3.898 0.404
```

Computed properties:
relative energy (zero: lowest compared OMol25 entry of this formula, charge and spin)	0.0	kJ/mol
HOMO level	-8.0555	eV
structure (SMILES)	COCCNCCOC.COCCNCCOC.COCCNCCOC.COCCNCCOC.COCCNCCOC.NC(N)=O.CO.CO
lowest unoccupied orbital energy	0.6439	eV

=====

Results for largest force on an atom: 5.3; 4.1; 0.4; 7.9; 3.1 (in eV/A, following the order of the records).